Molecular formula: C25H33N3O6
Method: DFT, the ωB97M-V functional and the def2-TZVPD basis

```
67
Properties=species:S:1:pos:R:3
C -5.6827 2.7227 0.0229
C -5.0369 1.3864 0.3693
O -4.0515 1.5106 1.3854
C -2.9551 2.3059 1.1002
C -2.6882 3.3686 1.9450
C -1.5360 4.1193 1.8040
C -0.6336 3.8209 0.7972
C 0.6980 4.5139 0.7207
C 1.6560 3.8998 1.7656
N 1.5775 2.4581 1.7479
C 2.2982 1.7017 0.9120
O 3.2708 2.0713 0.2805
C 1.7586 0.2682 0.7890
C 1.6751 -0.4890 2.1289
C 0.3293 -1.2029 2.2462
C -0.8074 -0.1961 2.3565
N -2.0235 -0.6748 2.0544
O -0.6350 0.9557 2.7210
N 2.5660 -0.4330 -0.1804
C 2.0342 -1.3351 -1.0246
O 0.9063 -1.7721 -0.9421
O 2.9285 -1.6942 -1.9694
C 2.5315 -2.7373 -2.8640
C 2.9483 -4.0855 -2.3367
C 2.1595 -4.7375 -1.3967
C 2.5550 -5.9585 -0.8801
C 3.7402 -6.5391 -1.2991
C 4.5317 -5.8925 -2.2329
C 4.1394 -4.6688 -2.7468
C -0.9152 2.7782 -0.0785
C -2.0591 2.0054 0.0582
O -2.3702 0.9372 -0.7321
C -1.5197 0.5950 -1.8105
C -2.1560 -0.5737 -2.5455
H -4.9413 3.4026 -0.3925
H -6.1082 3.1777 0.9143
H -6.4717 2.5712 -0.7087
H -4.6042 0.9311 -0.5274
H -5.7767 0.7034 0.7954
H -3.3874 3.5720 2.7408
H -1.3332 4.9273 2.4901
H 0.5965 5.5814 0.9189
H 1.1313 4.3811 -0.2713
H 1.3855 4.2388 2.7673
H 2.6847 4.1911 1.5430
H 0.7368 2.0498 2.1567
H 0.7404 0.3576 0.3866
H 2.4888 -1.2134 2.1722
H 1.7872 0.2054 2.9623
H 0.3099 -1.8300 3.1407
H 0.1755 -1.8368 1.3717
H -2.1370 -1.5912 1.6589
H -2.8112 -0.0388 2.0301
H 3.4449 0.0147 -0.4134
H 3.0309 -2.5128 -3.8091
H 1.4440 -2.6953 -2.9912
H 1.2381 -4.2784 -1.0706
H 1.9360 -6.4594 -0.1501
H 4.0472 -7.4938 -0.8977
H 5.4580 -6.3412 -2.5605
H 4.7599 -4.1626 -3.4720
H -0.2014 2.5506 -0.8558
H -0.5320 0.2962 -1.4380
H -1.4038 1.4542 -2.4853
H -2.2249 -1.4309 -1.8821
H -1.5436 -0.8414 -3.4013
H -3.1533 -0.3083 -2.8877
```

Computed properties:
**Electronic energy**: -43218.3039 eV
**ΔE to the lowest compared entry with this formula, charge and spin**: 17.65 kJ/mol
**Total charge**: 0
**Kohn-Sham gap**: 0.3312 Eh
**HOMO energy**: -0.3043 hartree
**SMILES string**: CCOc1ccc(CCNC(=O)[C@H](CCC(N)=O)NC(=O)OCc2ccccc2)cc1OCC
**Lowest unoccupied orbital energy**: 0.73 eV